# 1
Here is C20H60N15NaO11 as an isolated structure in a non-equilibrium geometry from OMol25. Energies are from ωB97M-V/def2-TZVPD.

Values from the calculation:
Strongest force on any atom (hartree/bohr): 0.0430
Kohn-Sham gap (eV): 8.88
DFT total energy (eV): -71012.0200

ORCA input file:
```
! RIJCOSX wB97M-V def2-TZVPD def2/J DEFGRID3
* xyz 0 1
Na -27.050 -20.180 3.943
C -26.203 -18.827 7.519
C -26.751 -19.948 6.645
O -26.002 -20.785 6.067
O -27.990 -19.921 6.384
H -26.808 -17.947 7.314
H -25.148 -18.644 7.319
H -26.321 -19.123 8.563
C -25.152 -19.054 1.217
C -24.626 -18.597 2.569
C -25.446 -17.492 3.200
O -26.796 -17.960 3.302
C -27.748 -16.956 3.025
N -24.569 -19.721 3.531
H -24.472 -19.749 0.719
H -25.333 -18.247 0.508
H -26.075 -19.617 1.381
H -23.577 -18.333 2.374
H -25.397 -16.612 2.553
H -25.090 -17.205 4.192
H -27.760 -16.215 3.834
H -28.734 -17.386 2.876
H -27.490 -16.375 2.130
H -24.130 -19.466 4.410
H -23.935 -20.409 3.135
C -26.631 -20.685 10.771
C -27.431 -20.108 11.911
C -28.467 -21.154 12.332
O -29.203 -20.662 13.446
C -30.269 -21.512 13.758
N -26.581 -19.810 13.054
H -26.180 -21.643 11.039
H -25.779 -20.056 10.505
H -27.308 -20.878 9.936
H -28.009 -19.208 11.651
H -28.004 -22.110 12.603
H -29.181 -21.349 11.521
H -30.070 -22.564 13.528
H -31.189 -21.247 13.222
H -30.549 -21.485 14.812
H -25.807 -19.203 12.814
H -27.131 -19.335 13.761
C -26.722 -16.435 14.549
C -27.451 -15.484 13.591
C -27.442 -15.965 12.153
O -26.136 -15.830 11.660
C -25.896 -16.555 10.469
N -28.826 -15.271 14.028
H -26.519 -17.433 14.152
H -27.265 -16.534 15.488
H -25.715 -16.080 14.781
H -26.978 -14.498 13.668
H -28.192 -15.384 11.588
H -27.783 -16.992 11.965
H -26.440 -16.059 9.655
H -26.257 -17.588 10.540
H -24.829 -16.509 10.267
H -29.486 -14.915 13.356
H -28.888 -14.747 14.886
C -30.121 -22.826 6.853
O -30.558 -22.505 5.744
N -29.357 -22.064 7.661
N -30.422 -24.077 7.350
H -28.961 -22.438 8.512
H -28.883 -21.271 7.226
H -30.028 -24.391 8.219
H -31.001 -24.671 6.791
C -22.687 -21.939 6.544
O -22.738 -21.546 5.384
N -23.314 -21.282 7.559
N -22.109 -23.139 6.868
H -23.974 -20.580 7.268
H -23.084 -21.586 8.484
H -21.848 -23.780 6.143
H -22.235 -23.501 7.793
C -30.479 -19.836 3.938
O -29.440 -19.940 3.270
N -31.685 -20.100 3.389
N -30.511 -19.309 5.200
H -31.616 -20.506 2.472
H -32.547 -19.960 3.873
H -31.281 -19.605 5.771
H -29.609 -19.161 5.621
C -26.721 -23.997 9.719
O -27.863 -23.683 9.388
N -26.416 -24.716 10.825
N -25.644 -23.660 8.951
H -27.194 -25.017 11.384
H -25.471 -24.806 11.135
H -25.792 -23.257 8.039
H -24.716 -23.830 9.280
C -26.204 -23.760 4.101
O -26.372 -24.640 3.252
N -25.052 -23.051 4.167
N -27.071 -23.457 5.096
H -24.306 -23.182 3.514
H -25.046 -22.210 4.725
H -26.841 -22.580 5.549
H -28.005 -23.812 4.976
C -29.330 -17.392 9.125
O -29.043 -16.452 8.392
N -29.905 -17.234 10.351
N -29.175 -18.695 8.733
H -30.144 -16.267 10.497
H -30.338 -17.970 10.870
H -29.279 -19.397 9.444
H -28.843 -18.991 7.819
*
```

# 2
Here is C17H26F6NOPTi as an isolated structure in a non-equilibrium geometry from OMol25. Energies are from ωB97M-V/def2-TZVPD.

Values from the calculation:
Strongest force on any atom (hartree/bohr): 0.1224
Kohn-Sham gap (spin up / spin down) (eV): 5.48 / 5.99
DFT total energy (eV): -70279.8313

ORCA input file:
```
! RIJCOSX wB97M-V def2-TZVPD def2/J DEFGRID3
* xyz 2 1
C 0.419 2.764 -2.828
C -0.847 2.294 -2.481
C -0.984 1.238 -1.564
C 0.153 0.670 -0.998
C 1.430 1.113 -1.370
C 1.562 2.186 -2.260
C -2.358 0.764 -1.196
C -2.505 -0.700 -0.716
N -2.319 -1.710 -1.696
Ti -0.184 -0.627 0.684
C 2.633 0.407 -0.802
P 2.047 -1.244 -0.170
H -1.757 2.714 -2.925
H 2.562 2.538 -2.516
H 0.518 3.570 -3.552
H 3.084 0.957 0.040
H 3.420 0.236 -1.557
H -2.761 1.397 -0.381
H -3.040 0.912 -2.051
H -1.913 -1.011 0.222
C 3.435 -1.871 0.803
C 2.145 -2.191 -1.723
H -3.541 -0.815 -0.337
C -1.513 -1.591 -2.872
C -3.131 -2.899 -1.591
H 0.242 -2.279 0.988
H -1.996 -2.195 -3.665
H -1.410 -0.569 -3.246
H -0.505 -2.014 -2.707
H -3.390 -3.264 -2.601
H -2.575 -3.694 -1.074
H -4.059 -2.702 -1.059
H 3.185 -2.231 -2.076
H 1.782 -3.209 -1.534
H 1.516 -1.737 -2.499
H 4.396 -1.716 0.291
H 3.458 -1.370 1.781
H 3.285 -2.948 0.973
H -0.631 -2.243 1.216
C 1.313 2.232 3.272
C 0.068 1.388 3.129
O 0.001 0.490 2.061
C -0.070 0.545 4.442
F -0.111 1.271 5.597
F -1.168 -0.240 4.405
F 1.019 -0.283 4.535
C -1.153 2.347 2.980
F -1.315 3.224 4.006
F -0.996 3.093 1.841
F -2.308 1.659 2.832
H 2.201 1.594 3.369
H 1.255 2.855 4.177
H 1.409 2.894 2.405
*
```